Density functional theory data (wB97M-V/def2-TZVPD) for a structure of composition C15H25AuCl5N3OP in a non-equilibrium geometry.

Charge: +3
LUMO (spin up / spin down) (eV): -12.52 / -12.54
HOMO-LUMO gap (spin up / spin down) (eV): 2.95 / 2.93

Element x y z (Å)
Au (0.71622, -0.21720, 0.10062)
Cl (0.50464, 7.12745, 3.20585)
C (0.70382, 5.68448, 2.35902)
C (-0.01398, 4.51550, 2.74219)
Cl (-1.08623, 4.60709, 4.07081)
C (0.15294, 3.34508, 2.02276)
Cl (-0.79892, 1.98901, 2.41013)
C (1.09504, 3.19366, 0.94677)
O (1.29245, 2.13361, 0.31374)
C (1.82731, 4.40681, 0.61777)
Cl (3.00999, 4.33760, -0.58330)
C (1.59656, 5.61609, 1.26624)
Cl (2.40268, 7.02914, 0.74166)
N (-3.74285, -1.45424, -0.50320)
C (-2.33279, -1.66333, -0.02590)
C (-2.33914, -1.58573, 1.50160)
C (-1.04334, -2.07295, 2.16413)
N (0.04380, -1.08100, 2.05517)
C (-0.61850, -3.42305, 1.59220)
C (-0.49837, -3.43374, 0.06893)
N (0.62763, -2.61065, -0.38438)
C (-1.82336, -2.99655, -0.56852)
H (-4.12444, -0.56260, -0.15492)
H (-4.35201, -2.20572, -0.14493)
H (-3.81156, -1.46611, -1.53078)
H (-1.72181, -0.84926, -0.42922)
H (-3.14997, -2.20558, 1.88838)
H (-2.52368, -0.55442, 1.80408)
H (-1.27154, -2.22249, 3.22753)
H (0.87528, -1.49715, 2.47208)
H (-0.18541, -0.26801, 2.62628)
H (-1.36599, -4.16510, 1.87462)
H (0.32313, -3.73377, 2.04591)
H (-0.32384, -4.47571, -0.23594)
H (0.75923, -2.69602, -1.38948)
H (1.47733, -2.96610, 0.04667)
H (-2.54787, -3.78390, -0.35468)
H (-1.70786, -2.92571, -1.65186)
C (3.15624, -0.60864, -2.14385)
P (1.52539, 0.18076, -2.07735)
C (0.49987, -0.55031, -3.40221)
C (1.80754, 1.86174, -2.67317)
H (3.56853, -0.51380, -3.14948)
H (3.10563, -1.66091, -1.87513)
H (3.80929, -0.10231, -1.43353)
H (1.04899, -0.49242, -4.34354)
H (-0.41509, 0.03265, -3.51105)
H (0.25146, -1.59236, -3.21486)
H (2.11479, 1.80616, -3.71939)
H (2.60112, 2.31535, -2.08518)
H (0.90164, 2.45464, -2.57932)

Atomic forces in eV per Å
-0.307 -0.689 -0.534
0.123 -1.066 -0.632
0.283 1.212 0.304
-0.759 -1.430 0.290
0.342 -0.085 -0.496
-1.616 0.281 1.857
0.009 0.428 -0.018
0.941 -2.554 -1.921
-0.372 4.114 2.044
1.412 1.886 -0.561
-0.468 -0.037 0.527
0.701 0.284 -0.926
-0.214 -0.339 0.276
-0.421 0.130 -0.069
0.706 -0.255 0.279
0.217 0.050 -0.137
-0.413 -0.485 -0.014
0.147 0.618 0.204
0.051 0.273 -0.221
0.016 -0.654 -0.128
-0.030 -1.109 -0.150
0.154 0.166 0.093
0.030 -0.257 -0.220
0.108 0.193 -0.146
-0.018 0.044 0.268
-0.222 0.018 -0.099
-0.067 -0.024 0.101
-0.210 0.088 0.110
0.043 0.069 -0.149
0.006 0.136 0.012
0.173 -0.424 0.104
0.033 -0.053 0.090
0.047 -0.096 0.045
-0.251 0.103 0.077
-0.033 -0.228 0.141
0.030 -0.051 -0.122
-0.120 -0.078 -0.040
-0.057 -0.104 -0.082
-0.095 0.152 -0.326
-0.358 -0.070 0.400
0.351 0.160 0.028
0.181 -0.217 -0.132
0.111 -0.058 0.020
-0.030 -0.063 -0.007
0.042 -0.013 -0.019
-0.029 -0.052 -0.038
-0.017 -0.032 0.051
-0.022 -0.027 0.028
-0.016 0.156 0.007
-0.052 -0.075 -0.109
-0.059 0.065 -0.061

Atomic partial charges in e from the Mulliken method, atoms 1 to 2:
1 Au 0.785
2 Cl 0.047

---

Density functional theory data (wB97M-V/def2-TZVPD) for the ion C14H14N with charge +1 in a non-equilibrium geometry.

Charge: +1
LUMO (eV): -3.68
Energy relative to the best compared isomer or geometry (same formula, charge and spin) (eV): 3.857
HOMO-LUMO gap (eV): 7.42

Element x y z (Å)
C (-0.91462, 2.07786, -2.96072)
C (-2.00652, 1.37267, -2.56010)
C (0.31710, 1.85583, -2.37873)
C (-1.94467, 0.47412, -1.43746)
C (1.24417, -1.90861, 2.43443)
C (1.79173, -1.10596, 1.44402)
C (1.71357, 0.50270, -0.64171)
C (-0.16056, -2.24840, 2.57382)
C (0.39419, 0.94301, -1.39730)
C (-0.70453, 0.22764, -0.89009)
C (1.03853, -0.42808, 0.41753)
C (-0.29468, -0.55529, 0.23598)
C (-1.20072, -1.79566, 1.83631)
C (-2.61481, -1.78351, 1.88466)
N (2.68841, 1.57968, -0.09195)
H (-0.93967, 2.65878, -3.90317)
H (-2.85625, 1.62874, -3.01085)
H (1.29405, 2.32581, -2.73789)
H (-2.84366, 0.11795, -1.08907)
H (2.00876, -2.42167, 2.90056)
H (2.82686, -0.93164, 1.50896)
H (2.33816, -0.05652, -1.37508)
H (-0.33229, -2.94967, 3.41805)
H (-3.25933, -2.22782, 1.05892)
H (-2.76451, -0.55790, 1.84426)
H (-3.17764, -2.05005, 2.81746)
H (2.00857, 2.35908, -0.02337)
H (3.49176, 1.74126, -0.70409)
H (2.85859, 1.15565, 0.82663)

Atomic forces in eV per Å
0.570 0.437 -2.142
2.716 -1.192 3.186
2.231 0.883 -0.868
1.541 1.950 -2.234
-0.541 1.695 -3.523
-2.324 -0.299 0.974
-1.669 -1.869 -1.779
-0.192 0.002 0.122
2.151 -0.416 1.666
-1.115 0.810 -0.387
1.077 0.022 0.720
-0.413 -2.340 3.477
4.514 0.948 -2.186
-3.755 3.413 -0.382
-3.070 -0.900 0.088
-0.255 -0.028 0.927
-3.635 0.419 -1.605
-1.643 -0.384 0.295
-1.678 -1.241 0.892
0.870 -1.114 1.891
1.400 -0.088 -0.103
-0.446 0.046 0.636
-0.432 0.549 -0.606
1.382 0.546 0.628
-0.341 -2.926 -0.047
1.253 -0.099 -0.395
1.181 0.268 0.269
-0.184 0.100 0.454
0.806 0.809 0.032

Atomic partial charges in e from the Mulliken method, atoms 1 to 2:
1 C -0.541
2 C -0.828

---

Density functional theory data (wB97M-V/def2-TZVPD) for a structure of composition C29H53FINO5Sb.

Charge: -1
LUMO (eV): 1.86
HOMO-LUMO gap (eV): 6.51

Element x y z (Å)
C (3.17874, 0.95258, 4.36188)
C (4.38689, 0.22765, 3.79136)
C (4.25018, -0.08795, 2.29633)
N (4.33225, 1.10062, 1.47365)
Sb (4.84946, 0.90598, -0.55608)
O (4.57063, -1.09933, -0.59854)
I (5.01277, 3.80921, -0.48426)
C (6.91474, 0.70936, 0.18376)
C (7.80676, -0.32160, -0.48940)
C (9.24739, -0.31454, 0.08714)
C (9.52062, -1.49832, 0.98304)
O (9.65344, -2.68582, 0.16611)
C (10.13156, -3.76314, 0.78875)
O (10.58856, -4.71944, 0.22507)
C (2.78871, 1.04567, -1.25414)
C (1.79773, 0.53845, -0.23258)
O (0.54121, 0.25872, -0.87624)
C (-0.59057, 0.51067, -0.09159)
C (-1.70470, -0.41206, -0.55130)
O (-2.63334, -0.56037, 0.52968)
C (-3.93546, -0.79453, 0.21098)
C (-4.58414, -1.84804, 0.83140)
C (-5.92631, -2.08141, 0.59151)
C (-6.66347, -1.27933, -0.27004)
C (-8.12823, -1.55909, -0.57915)
C (-8.78684, -2.43484, 0.50181)
C (-8.15146, -2.35016, -1.91666)
C (-8.97094, -0.28415, -0.84283)
C (-9.02575, 0.90626, 0.16240)
C (-8.66557, 0.54640, 1.60626)
C (-10.48323, 1.40236, 0.16394)
C (-8.14455, 2.09736, -0.27602)
C (-5.98554, -0.23925, -0.90255)
C (-4.64928, 0.01470, -0.66551)
C (5.60965, 0.88373, -2.65442)
F (4.55737, 1.06064, -3.57245)
C (6.76042, 1.83120, -3.00356)
C (6.35709, 3.00837, -3.89519)
H (2.31458, 0.28884, 4.40819)
H (2.94211, 1.83776, 3.77325)
H (3.37276, 1.29042, 5.38241)
H (5.28751, 0.83610, 3.90763)
H (4.55805, -0.70975, 4.33003)
H (3.31255, -0.64664, 2.15659)
H (5.07741, -0.74984, 2.02937)
H (3.51885, 1.68966, 1.59340)
H (5.27550, -1.56693, -0.14603)
H (6.79565, 0.46393, 1.24146)
H (7.36367, 1.70137, 0.13553)
H (7.87276, -0.15464, -1.56252)
H (7.40673, -1.32845, -0.35092)
H (9.99044, -0.29193, -0.70911)
H (9.35568, 0.56987, 0.71735)
H (8.67999, -1.63375, 1.67077)
H (10.42827, -1.36907, 1.57407)
H (10.02141, -3.72587, 1.88658)
H (2.70377, 0.42027, -2.14221)
H (2.55684, 2.07019, -1.53904)
H (2.16065, -0.39149, 0.20918)
H (1.63134, 1.28384, 0.54866)
H (-0.91316, 1.55207, -0.21201)
H (-0.41111, 0.32117, 0.97143)
H (-2.20951, -0.00250, -1.42516)
H (-1.29243, -1.39008, -0.80319)
H (-4.02750, -2.47849, 1.51109)
H (-6.38351, -2.92144, 1.09582)
H (-8.42440, -2.18544, 1.49729)
H (-9.86480, -2.27846, 0.51340)
H (-8.56877, -3.48952, 0.34463)
H (-7.37594, -1.99768, -2.59323)
H (-9.12357, -2.24593, -2.40330)
H (-7.98837, -3.41352, -1.74220)
H (-9.99043, -0.64177, -1.00143)
H (-8.65585, 0.11227, -1.81148)
H (-8.89634, 1.40446, 2.24258)
H (-9.22960, -0.30280, 1.97857)
H (-7.59729, 0.36047, 1.71381)
H (-11.15450, 0.59590, 0.46925)
H (-10.61089, 2.21914, 0.87400)
H (-10.78969, 1.72395, -0.83258)
H (-8.01016, 2.09703, -1.35820)
H (-8.64520, 3.03529, -0.03288)
H (-7.16612, 2.08395, 0.19773)
H (-6.50403, 0.39547, -1.60517)
H (-4.15801, 0.84831, -1.14812)
H (5.93694, -0.14961, -2.79018)
H (7.24968, 2.20006, -2.10277)
H (7.51675, 1.25812, -3.55349)
H (5.41472, 3.44725, -3.58342)
H (7.12207, 3.78452, -3.83124)
H (6.29766, 2.69738, -4.93675)

Atomic forces in eV per Å
0.208 -0.017 0.283
0.190 -0.027 -0.263
-0.085 0.239 0.240
0.072 -0.005 0.025
-0.116 -0.347 -0.153
-0.025 0.059 -0.019
0.023 0.338 0.069
-0.087 -0.186 0.039
0.428 0.004 0.074
-0.372 -0.139 0.112
-0.283 -0.037 0.130
0.357 0.004 -0.119
-0.124 -0.463 -0.025
-0.205 0.398 0.060
-0.352 -0.059 0.102
0.085 0.067 -0.200
-0.050 0.020 -0.159
-0.026 -0.115 -0.060
-0.054 0.066 0.076
0.107 0.081 0.066
-0.019 0.009 -0.058
0.145 -0.010 0.078
-0.080 -0.069 0.081
-0.067 0.091 0.092
-0.014 -0.217 -0.326
0.153 0.258 0.216
-0.207 -0.016 0.167
0.415 0.093 0.123
-0.256 0.114 0.042
0.104 0.285 -0.050
0.021 -0.331 0.038
-0.227 -0.152 -0.152
-0.075 -0.080 -0.081
0.142 -0.003 0.031
0.224 0.138 0.013
-0.048 0.003 -0.015
0.001 -0.156 -0.407
0.260 0.057 0.157
-0.124 0.050 -0.161
-0.104 0.007 -0.061
-0.015 0.019 0.019
-0.012 0.055 0.056
-0.066 -0.018 0.094
0.055 -0.222 -0.080
-0.061 -0.125 -0.097
-0.018 0.066 -0.042
0.038 -0.056 0.025
-0.016 0.084 0.056
-0.031 0.071 -0.013
-0.099 -0.012 -0.069
-0.103 -0.056 -0.161
0.126 0.084 0.036
0.183 0.129 -0.134
0.002 -0.055 0.044
0.098 0.015 -0.070
0.120 0.132 0.031
0.215 -0.055 -0.007
0.096 0.053 -0.035
-0.025 -0.001 0.165
0.009 -0.013 0.111
0.027 0.100 0.184
0.055 -0.034 0.034
0.035 -0.071 -0.100
0.049 -0.040 -0.016
0.054 -0.011 0.002
-0.091 0.005 -0.001
-0.023 0.032 0.028
-0.090 -0.188 -0.124
-0.086 -0.073 -0.038
-0.049 0.106 -0.096
-0.028 -0.034 -0.046
0.146 -0.015 0.002
-0.036 -0.059 0.008
-0.064 0.065 -0.039
-0.011 0.006 0.039
-0.070 -0.053 0.054
0.009 -0.227 -0.008
-0.034 -0.015 0.006
-0.003 0.141 -0.081
-0.011 0.110 -0.023
0.058 0.057 -0.034
0.111 0.066 0.182
0.094 -0.002 -0.038
-0.073 0.044 -0.030
-0.011 0.043 -0.032
-0.110 -0.084 0.085
-0.128 0.036 0.135
0.118 0.018 0.087
-0.062 0.007 -0.025
-0.005 0.038 -0.010
-0.204 -0.017 -0.041

Atomic partial charges in e from the Mulliken method, atoms 1 to 2:
1 C -1.206
2 C -0.653

---

Density functional theory data (wB97M-V/def2-TZVPD) for a structure of composition ClZr.

Charge: +4
Spin multiplicity: 2
⟨S²⟩: 0.78
LUMO (spin up / spin down) (eV): -30.09 / -30.99
Energy relative to the best compared isomer or geometry (same formula, charge and spin) (eV): 0.000
HOMO-LUMO gap (spin up / spin down) (eV): 8.87 / 7.14

Element x y z (Å)
Zr (0.57707, 0.44562, 0.98970)
Cl (-0.57707, -0.44562, -0.98970)

Atomic forces in eV per Å
0.136 0.104 0.231
-0.136 -0.104 -0.231

Now the Mulliken charges, all in e:
1 Zr 3.084
2 Cl 0.916